The following is a quantum chemistry calculation of a cluster of 3 separate species, C26H56N2O13P2 in total, from the Open Molecules 2025 dataset.

Properties
* orbital gap: 10.2733 eV
* HOMO energy: -10.18 eV

ORCA input file:
```
! wB97M-V def2-TZVPD RIJCOSX def2/J DEFGRID3
* xyz 0 1
C 6.79 -3.59 0.65
C 5.81 -3.17 -0.46
C 4.99 -1.91 -0.14
N 5.75 -0.71 0.24
C 6.61 -0.15 -0.75
C 6.03 0.57 -1.97
C 5.15 -0.29 -2.91
C 3.64 0.00 -2.86
C 3.14 0.58 -1.55
O 1.77 0.20 -1.27
C 1.48 0.67 -0.01
C 1.45 -0.38 1.09
O 1.29 1.84 0.21
O 7.78 -0.91 -1.17
C 8.74 -0.85 -0.20
O 9.68 -1.59 -0.14
O 8.50 0.18 0.65
C 7.39 0.94 0.05
N 8.04 1.97 -0.73
C 6.69 1.69 1.19
C 5.63 2.70 0.73
H 7.63 -4.08 0.18
H 7.20 -2.76 1.22
H 6.37 -4.33 1.33
H 6.37 -3.06 -1.39
H 5.10 -3.98 -0.63
H 4.39 -2.17 0.74
H 4.25 -1.73 -0.92
H 6.23 -0.93 1.10
H 6.89 0.87 -2.55
H 5.56 1.50 -1.67
H 5.48 -0.10 -3.93
H 5.36 -1.35 -2.74
H 3.33 0.60 -3.72
H 3.12 -0.96 -2.99
H 3.76 0.33 -0.68
H 3.16 1.67 -1.62
H 2.08 -1.21 0.76
H 0.44 -0.71 1.31
H 1.95 0.05 1.95
H 8.66 1.60 -1.43
H 8.53 2.61 -0.12
H 7.47 2.29 1.68
H 6.29 1.05 1.97
H 4.76 2.23 0.28
H 6.06 3.40 0.02
H 5.31 3.29 1.59
O -4.52 5.48 1.42
P -3.72 4.30 1.85
O -4.81 3.19 2.31
C -5.57 2.51 1.30
C -4.72 1.57 0.46
O -3.19 4.81 3.32
C -3.31 6.18 3.71
C -4.64 6.45 4.40
O -2.48 3.24 1.74
C -1.27 3.67 1.06
C -0.60 4.86 1.71
H -6.07 3.25 0.66
H -6.34 1.94 1.82
H -3.99 2.12 -0.13
H -5.35 1.00 -0.23
H -4.18 0.87 1.10
H -3.19 6.83 2.84
H -2.49 6.40 4.39
H -5.47 5.95 3.91
H -4.84 7.52 4.44
H -4.61 6.07 5.42
H -1.52 3.90 0.01
H -0.59 2.82 1.06
H -1.21 5.77 1.62
H 0.36 5.06 1.23
H -0.44 4.69 2.77
O -6.25 -5.53 -0.52
P -6.32 -4.12 -0.98
O -7.68 -3.52 -0.33
C -7.70 -3.23 1.08
C -6.81 -2.06 1.45
O -6.81 -4.32 -2.54
C -6.78 -5.61 -3.15
C -8.08 -6.36 -2.93
O -5.69 -2.64 -1.35
C -4.29 -2.58 -1.71
C -3.94 -3.39 -2.95
H -7.41 -4.13 1.63
H -8.73 -3.00 1.33
H -5.75 -2.30 1.27
H -6.92 -1.81 2.50
H -7.05 -1.18 0.85
H -5.94 -6.19 -2.78
H -6.62 -5.46 -4.22
H -8.46 -6.25 -1.91
H -7.96 -7.42 -3.15
H -8.86 -5.97 -3.59
H -3.69 -2.92 -0.86
H -4.06 -1.53 -1.88
H -4.05 -4.46 -2.78
H -2.91 -3.21 -3.25
H -4.60 -3.13 -3.78
*
```

Table of Löwdin atomic charges, one value per atom, all in e: -0.085, -0.223, -0.198, 0.063, -0.374, -0.076, -0.146, -0.148, -0.203, -0.027, -0.496, 0.036, 0.107, 0.097, -0.550, 0.157, 0.099, -0.425, 0.123, -0.154, -0.073, 0.079, 0.063, 0.072, 0.096, 0.109, 0.120, 0.093, 0.114, 0.116, 0.111, 0.110, 0.098, 0.115, 0.117, 0.094, 0.128, 0.068, 0.092, 0.092, 0.101, 0.099, 0.119, 0.112, 0.053, 0.074, 0.078, -0.222, 0.549, -0.199, -0.278, -0.087, -0.219, -0.303, -0.074, -0.196, -0.253, -0.072, 0.114, 0.115, 0.065, 0.073, 0.081, 0.098, 0.115, 0.073, 0.076, 0.073, 0.120, 0.088, 0.070, 0.083, 0.086, -0.220, 0.549, -0.198, -0.277, -0.087, -0.219, -0.302, -0.073, -0.200, -0.261, -0.078, 0.113, 0.118, 0.065, 0.081, 0.076, 0.098, 0.116, 0.073, 0.077, 0.074, 0.115, 0.116, 0.071, 0.082, 0.087


The following is a quantum chemistry calculation of a structure of composition C2H6I3NSi, from the Open Molecules 2025 dataset.

Properties
* orbital gap (alpha / beta): 7.0142 / 7.0131 eV
* HOMO energy (alpha / beta): -8.46 / -8.46 eV
* energy relative to the best compared isomer or geometry (same formula, charge and spin): 258.1 kJ/mol

ORCA input file:
```
! wB97M-V def2-TZVPD RIJCOSX def2/J DEFGRID3
* xyz 0 1
C 0.46 1.51 -0.10
C 1.43 -0.80 -0.47
N 0.76 0.16 0.36
Si -1.49 -0.67 0.72
I -2.99 0.49 2.34
I -1.50 -3.14 1.10
I -2.27 -0.22 -1.58
H 1.27 2.27 0.17
H 0.04 1.55 -1.14
H -0.35 1.79 0.70
H 2.26 -0.37 -0.97
H 1.65 -1.55 0.24
H 0.74 -1.03 -1.37
*
```

Table of Löwdin atomic charges, one value per atom, all in e: -0.268, -0.216, -0.302, -0.644, 0.358, 0.326, 0.396, 0.094, 0.021, 0.051, 0.066, 0.055, 0.063


The following is a quantum chemistry calculation of a cluster of 14 separate species, C70H168O14 in total, from the Open Molecules 2025 dataset.

Properties
* orbital gap: 9.6326 eV
* HOMO energy: -8.95 eV

ORCA input file:
```
! wB97M-V def2-TZVPD RIJCOSX def2/J DEFGRID3
* xyz 0 1
C -3.22 -4.44 -2.86
C -2.34 -3.68 -3.90
C -0.89 -3.91 -3.47
C 0.21 -3.56 -4.53
C 1.55 -4.14 -4.09
C 2.72 -4.01 -5.12
H -3.03 -3.95 -1.92
H -3.01 -5.44 -3.00
H -4.27 -4.31 -3.21
H -2.39 -4.18 -4.89
H -2.49 -2.60 -4.15
H -0.80 -5.00 -3.30
H -0.73 -3.39 -2.51
H -0.13 -4.01 -5.51
H 0.29 -2.45 -4.73
H 1.74 -3.62 -3.16
H 1.45 -5.14 -3.72
H 2.51 -4.63 -5.96
H 2.90 -2.98 -5.59
H 3.72 -4.29 -4.73
C 6.45 -3.21 4.22
C 5.14 -2.94 3.51
C 4.59 -4.23 2.89
C 3.26 -4.12 2.12
C 2.95 -5.31 1.29
C 3.80 -5.46 0.04
H 6.87 -2.33 4.75
H 7.32 -3.35 3.57
H 6.40 -4.16 4.79
H 4.52 -2.48 4.21
H 5.33 -2.22 2.72
H 4.52 -5.00 3.68
H 5.38 -4.57 2.21
H 2.50 -3.92 2.87
H 3.23 -3.25 1.49
H 3.02 -6.27 1.85
H 1.91 -5.30 0.91
H 3.34 -6.19 -0.55
H 3.80 -4.52 -0.55
H 4.83 -5.86 0.10
C -2.89 -0.88 -1.34
C -1.52 -0.69 -0.70
C -1.11 -1.69 0.42
C 0.44 -1.55 0.67
C 0.97 -0.20 0.92
C 2.43 -0.27 1.16
H -3.61 -1.22 -0.58
H -2.91 -1.51 -2.21
H -3.17 0.12 -1.66
H -0.70 -0.66 -1.51
H -1.50 0.32 -0.24
H -1.48 -2.68 0.14
H -1.62 -1.48 1.39
H 0.87 -2.29 1.40
H 0.85 -1.99 -0.31
H 0.78 0.55 0.15
H 0.37 0.27 1.72
H 2.61 -0.34 2.30
H 2.95 -1.00 0.58
H 2.89 0.68 0.94
C 1.15 4.97 3.61
C 0.32 3.74 3.15
C 0.60 2.46 3.98
C 2.07 2.12 4.15
C 2.34 0.92 4.98
C 3.84 0.58 5.24
H 0.71 5.85 3.16
H 2.19 4.82 3.32
H 1.22 5.03 4.70
H -0.71 3.97 3.11
H 0.62 3.57 2.13
H 0.18 1.57 3.60
H 0.09 2.67 4.98
H 2.50 2.01 3.15
H 2.65 2.97 4.48
H 1.98 1.14 6.00
H 1.91 0.01 4.59
H 4.01 -0.07 6.07
H 4.24 0.10 4.34
H 4.44 1.47 5.43
C -6.12 -2.46 1.07
C -4.87 -3.16 1.83
C -5.05 -4.69 2.02
C -3.75 -5.44 2.23
C -2.77 -5.40 1.11
C -1.60 -6.34 1.33
H -6.37 -3.18 0.23
H -5.93 -1.43 0.71
H -7.08 -2.51 1.59
H -3.99 -3.02 1.20
H -4.69 -2.68 2.84
H -5.57 -5.00 1.09
H -5.65 -4.96 2.88
H -3.21 -4.98 3.07
H -4.04 -6.52 2.53
H -3.27 -5.44 0.12
H -2.30 -4.42 1.05
H -0.90 -6.23 0.55
H -1.05 -6.08 2.22
H -1.72 -7.42 1.36
C -5.86 -1.65 6.99
C -6.07 -0.98 5.63
C -4.98 0.05 5.20
C -4.94 0.30 3.70
C -4.17 1.63 3.48
C -2.72 1.41 3.24
H -6.77 -2.14 7.26
H -5.58 -0.94 7.74
H -5.02 -2.38 6.83
H -6.09 -1.71 4.90
H -7.05 -0.45 5.67
H -4.06 -0.35 5.54
H -5.25 1.03 5.63
H -4.40 -0.46 3.15
H -5.94 0.28 3.31
H -4.55 2.10 2.54
H -4.45 2.36 4.26
H -2.30 0.74 4.02
H -2.55 0.93 2.26
H -2.13 2.34 3.24
C -2.26 0.83 7.19
C -1.31 -0.35 7.34
C -0.92 -0.73 5.92
C 0.07 -1.96 5.90
C 0.17 -2.77 4.61
C -1.08 -3.57 4.22
H -3.25 0.49 7.01
H -1.89 1.47 6.36
H -2.32 1.42 8.05
H -0.49 -0.07 8.02
H -1.84 -1.18 7.85
H -0.44 0.15 5.46
H -1.83 -0.94 5.39
H 1.03 -1.57 6.20
H -0.29 -2.73 6.64
H 0.35 -2.03 3.80
H 1.03 -3.42 4.53
H -1.96 -2.90 4.19
H -0.94 -3.95 3.17
H -1.26 -4.24 5.06
C -1.31 0.80 -4.01
O -1.37 1.80 -4.98
C -0.38 1.61 -6.01
C -0.67 0.60 -7.10
O -0.48 -0.68 -6.65
C -0.66 -1.71 -7.66
H -0.35 0.84 -3.40
H -1.42 -0.23 -4.33
H -2.09 0.97 -3.26
H 0.62 1.46 -5.54
H -0.33 2.59 -6.60
H 0.09 0.81 -7.92
H -1.64 0.72 -7.61
H -0.30 -2.67 -7.25
H -0.29 -1.36 -8.62
H -1.73 -1.91 -7.84
C -0.29 5.61 -0.09
O -0.65 5.87 -1.45
C -0.77 4.68 -2.16
C -0.76 5.05 -3.57
O 0.60 5.22 -3.99
C 1.03 6.60 -4.02
H 0.72 5.20 -0.20
H -0.99 4.87 0.46
H -0.13 6.57 0.44
H -1.66 4.11 -1.84
H 0.08 4.03 -1.94
H -1.31 5.98 -3.75
H -1.10 4.28 -4.24
H 1.92 6.52 -4.64
H 1.23 6.99 -3.06
H 0.20 7.23 -4.45
C -5.01 -0.34 -8.04
O -4.19 -1.31 -7.41
C -3.87 -0.88 -6.13
C -4.92 -1.23 -5.09
O -5.93 -0.25 -5.04
C -7.05 -0.51 -4.23
H -5.31 -0.76 -9.00
H -4.42 0.57 -8.18
H -5.88 -0.04 -7.53
H -3.61 0.20 -6.16
H -2.97 -1.39 -5.92
H -4.50 -1.28 -4.08
H -5.36 -2.22 -5.33
H -7.69 0.40 -4.15
H -6.72 -0.74 -3.16
H -7.56 -1.44 -4.58
C 2.77 -0.39 -2.22
O 4.09 0.02 -2.04
C 5.07 -0.46 -2.94
C 5.56 -1.84 -2.53
O 6.51 -1.87 -1.48
C 5.93 -1.67 -0.15
H 2.63 -1.48 -2.12
H 2.33 -0.06 -3.15
H 2.33 0.00 -1.32
H 5.89 0.31 -3.01
H 4.67 -0.50 -3.95
H 6.15 -2.28 -3.34
H 4.80 -2.57 -2.32
H 5.40 -2.54 0.26
H 5.21 -0.84 -0.14
H 6.79 -1.41 0.49
C 7.16 3.80 -1.64
O 5.97 4.03 -0.99
C 5.06 3.09 -1.39
C 3.75 3.17 -0.59
O 2.79 4.12 -1.05
C 3.23 5.43 -1.13
H 7.02 3.97 -2.70
H 7.53 2.77 -1.49
H 7.87 4.54 -1.23
H 5.48 2.07 -1.30
H 4.89 3.11 -2.41
H 3.90 3.38 0.49
H 3.29 2.21 -0.83
H 2.41 6.00 -1.56
H 4.07 5.52 -1.77
H 3.48 5.86 -0.08
C 5.32 6.67 1.83
O 4.68 5.58 2.48
C 5.39 4.77 3.40
C 6.33 3.74 2.86
O 5.63 2.51 2.62
C 6.40 1.63 1.88
H 5.44 6.32 0.82
H 6.26 6.83 2.33
H 4.69 7.58 1.80
H 4.58 4.21 3.91
H 5.90 5.43 4.06
H 7.14 3.57 3.57
H 6.80 4.08 1.91
H 6.49 2.00 0.84
H 5.93 0.65 1.93
H 7.41 1.46 2.26
C -3.84 3.45 -0.62
O -4.02 2.77 -1.86
C -5.06 3.40 -2.60
C -4.93 3.09 -4.09
O -3.95 3.96 -4.63
C -3.72 3.59 -6.00
H -4.75 3.40 -0.02
H -3.45 4.48 -0.79
H -3.04 2.99 -0.03
H -4.87 4.47 -2.43
H -6.00 3.08 -2.29
H -5.92 3.38 -4.48
H -4.60 2.08 -4.32
H -4.45 3.99 -6.69
H -3.71 2.49 -6.08
H -2.71 3.94 -6.27
*
```

Here are the Löwdin charges for atoms 1 to 99, given in e: -0.082, -0.269, -0.233, -0.216, -0.263, -0.097, 0.048, 0.047, 0.084, 0.112, 0.078, 0.115, 0.108, 0.109, 0.116, 0.078, 0.092, 0.044, 0.084, 0.063, -0.122, -0.267, -0.196, -0.232, -0.275, -0.113, 0.075, 0.062, 0.085, 0.072, 0.086, 0.121, 0.105, 0.089, 0.083, 0.120, 0.106, 0.044, 0.073, 0.078, -0.089, -0.254, -0.189, -0.224, -0.305, -0.109, 0.069, 0.033, 0.048, 0.118, 0.101, 0.075, 0.107, 0.105, 0.119, 0.103, 0.114, 0.102, 0.043, 0.059, -0.078, -0.240, -0.216, -0.246, -0.257, -0.084, 0.065, 0.047, 0.073, 0.070, 0.086, 0.056, 0.136, 0.109, 0.093, 0.118, 0.084, 0.057, 0.052, 0.065, -0.093, -0.222, -0.233, -0.244, -0.279, -0.101, 0.068, 0.056, 0.052, 0.071, 0.094, 0.108, 0.104, 0.097, 0.142, 0.109, 0.067, 0.045, 0.058


The following is a quantum chemistry calculation of a structure of composition C28H39AgBNO7P, from the Open Molecules 2025 dataset.

Properties
* orbital gap: 6.7279 eV
* HOMO energy: -11.88 eV
* energy relative to the best compared isomer or geometry (same formula, charge and spin): 0.0 kJ/mol

ORCA input file:
```
! wB97M-V def2-TZVPD RIJCOSX def2/J DEFGRID3
* xyz 1 1
C 1.30 0.14 -1.62
C 2.70 0.24 -1.06
O 3.18 -1.07 -0.74
P 4.49 -1.09 0.19
O 5.43 -0.02 -0.18
C 3.98 -0.93 1.92
C 2.49 -0.62 2.12
C 2.22 0.80 2.68
C 1.04 1.45 1.99
C 1.24 2.64 1.29
C 0.25 3.30 0.58
C 0.48 4.57 -0.21
C -0.51 5.66 0.23
C 1.93 5.08 -0.22
C 2.73 4.47 -1.38
C -1.02 2.73 0.58
C -1.25 1.55 1.26
C -0.24 0.90 1.98
C -0.61 -0.36 2.66
O -0.22 -0.67 3.75
C -1.54 -1.22 1.87
C -1.40 -2.60 1.87
C -2.26 -3.34 1.08
C -3.23 -2.73 0.28
C -4.12 -3.63 -0.55
N -4.15 -3.33 -2.00
C -2.84 -3.01 -2.57
C -3.39 -1.33 0.30
C -4.46 -0.71 -0.55
B -5.96 -1.00 -0.07
O -6.95 -0.89 -1.03
O -6.28 -1.25 1.23
C -2.53 -0.58 1.11
C -2.57 0.89 1.23
O -3.61 1.54 1.34
O 5.03 -2.57 0.02
C 5.34 -2.92 -1.35
C 4.28 -3.80 -1.98
H 0.86 1.13 -1.61
H 1.29 -0.27 -2.62
H 0.72 -0.51 -0.96
H 3.38 0.72 -1.75
H 2.66 0.89 -0.18
H 4.17 -1.91 2.37
H 4.64 -0.23 2.42
H 2.09 -1.33 2.83
H 1.91 -0.75 1.21
H 1.97 0.74 3.74
H 3.09 1.44 2.58
H 2.24 3.05 1.28
H 0.23 4.34 -1.25
H -0.27 6.62 -0.21
H -0.59 5.72 1.31
H -1.51 5.41 -0.14
H 2.44 4.91 0.73
H 1.88 6.15 -0.38
H 2.15 4.51 -2.30
H 3.64 5.02 -1.55
H 2.95 3.42 -1.17
H -1.85 3.18 0.04
H -0.64 -3.07 2.47
H -2.18 -4.42 1.06
H -5.14 -3.49 -0.17
H -3.89 -4.68 -0.38
H -4.52 -4.14 -2.47
H -2.96 -2.95 -3.65
H -2.07 -3.77 -2.38
H -2.50 -2.03 -2.25
H -4.39 -1.13 -1.55
H -4.28 0.37 -0.69
H -6.78 -1.54 -1.73
H -6.62 -2.14 1.40
H 5.50 -2.03 -1.96
H 6.29 -3.44 -1.32
H 3.64 -3.26 -2.67
H 4.76 -4.58 -2.57
H 3.69 -4.30 -1.23
Ag -4.97 2.07 -0.38
*
```

Table of Löwdin atomic charges, one value per atom, all in e: -0.049, -0.284, -0.209, 0.483, -0.257, -0.170, -0.196, -0.109, -0.127, 0.045, -0.149, -0.327, -0.048, -0.214, -0.079, 0.042, -0.080, -0.034, -0.300, 0.168, -0.065, 0.036, 0.019, -0.149, -0.157, -0.114, -0.108, -0.094, -0.035, -0.676, 0.153, 0.195, -0.019, -0.247, 0.015, -0.191, -0.251, -0.072, 0.068, 0.079, 0.071, 0.121, 0.089, 0.095, 0.098, 0.103, 0.089, 0.125, 0.116, 0.115, 0.136, 0.080, 0.092, 0.065, 0.103, 0.105, 0.075, 0.078, 0.061, 0.112, 0.130, 0.121, 0.114, 0.124, 0.111, 0.086, 0.089, 0.071, 0.100, 0.040, 0.114, 0.125, 0.110, 0.119, 0.067, 0.074, 0.079, 0.904